{"formula": "CH7O5", "method": "ωB97M-V/def2-TZVPD", "total_charge": -1, "de_lowest_kcal_mol": 19.43, "homo_energy_ev": -4.84, "e_tot_ha": -418.5764, "homo_lumo_gap_ev": 8.5, "symbols": ["O", "C", "O", "H", "H", "H", "O", "H", "H", "O", "H", "H", "O"], "xyz": [[0.66820, -1.87120, -1.63233], [-0.03456, -1.54914, -0.68222], [0.17143, -1.52262, 0.54994], [-1.07997, -1.11667, -0.82144], [-1.53151, -1.12448, 2.96248], [-1.40354, -1.64837, 1.54326], [-2.01824, -1.62124, 2.32323], [0.66970, 2.81639, -1.44774], [-0.29126, 2.07071, -2.34784], [-0.05841, 2.98737, -2.08495], [1.15695, 1.29748, 0.17953], [1.75796, 0.20273, 0.88220], [1.99325, 1.07904, 0.57590]]}

{"formula": "CH7O5", "method": "ωB97M-V/def2-TZVPD", "total_charge": -1, "de_lowest_kcal_mol": 18.87, "homo_energy_ev": -4.98, "e_tot_ha": -418.5772, "homo_lumo_gap_ev": 8.9, "symbols": ["O", "C", "O", "H", "H", "H", "O", "H", "H", "O", "H", "H", "O"], "xyz": [[-1.29393, 0.18830, 1.54516], [-0.28963, 0.35180, 0.84518], [-0.24359, 0.72580, -0.35212], [0.70750, 0.17513, 1.32444], [0.07144, -1.17934, -1.37047], [-0.51053, -1.67861, -2.58079], [0.14865, -1.98569, -1.93477], [1.87982, -2.36335, 1.31411], [2.31679, -1.02678, 1.83140], [2.65939, -1.79227, 1.38289], [-1.46364, 2.27129, -0.99019], [-1.84408, 3.34855, -0.09946], [-2.13820, 2.96518, -0.91538]]}

{"formula": "CH7PSi", "method": "ωB97M-V/def2-TZVPD", "de_lowest_kcal_mol": 82.91, "homo_energy_ev": -7.23, "smiles": "C=[PH2][SiH3]", "e_tot_ha": -672.9764, "homo_lumo_gap_ev": 7.7, "symbols": ["C", "P", "Si", "H", "H", "H", "H", "H", "H", "H"], "xyz": [[-2.22246, -0.18283, 0.25286], [-0.50809, 0.12161, -0.21480], [1.88335, -0.09174, 0.18558], [-2.70704, 0.56326, 0.93361], [-2.50482, -1.21015, 0.62694], [-0.59803, -0.54447, -1.34776], [-0.52117, 1.37249, -0.57726], [2.41112, 1.07036, -0.60481], [2.11914, -1.28218, -0.58106], [2.64800, 0.18366, 1.32669]]}

{"formula": "CH7PSi", "method": "ωB97M-V/def2-TZVPD", "s_squared": 2.0048, "de_lowest_kcal_mol": 0.44, "homo_energy_ev": [-5.83, -9.90], "spin_multiplicity": 3, "e_tot_ha": -672.9539, "homo_lumo_gap_ev": [6.8, 8.0], "symbols": ["C", "Si", "P", "H", "H", "H", "H", "H", "H", "H"], "xyz": [[-0.76114, 0.43535, -1.57664], [0.91033, -0.40479, 1.72093], [-1.46959, 0.66000, 0.15334], [-1.45382, 0.88225, -2.28371], [-0.87691, -0.57868, -1.89960], [0.19020, 0.96762, -1.66107], [1.89270, -0.87381, 0.69648], [1.13371, 0.92516, 2.38927], [0.19794, -1.45079, 2.43436], [-1.81085, -0.69452, 0.41196]]}

{"formula": "CH8BN3", "method": "ωB97M-V/def2-TZVPD", "de_lowest_kcal_mol": 0.19, "homo_energy_ev": -8.80, "smiles": "CNB(N)N", "e_tot_ha": -232.1055, "homo_lumo_gap_ev": 9.5, "symbols": ["C", "N", "B", "N", "N", "H", "H", "H", "H", "H", "H", "H", "H"], "xyz": [[-1.83518, 0.15681, 0.09496], [-0.62942, -0.70829, -0.00874], [0.70013, -0.16859, 0.05169], [0.83822, 1.23916, -0.36139], [1.88669, -0.90916, 0.13367], [-2.31240, 0.32027, -0.87686], [-2.57384, -0.25593, 0.79360], [-1.80592, 1.17943, 0.47524], [-0.80792, -1.75548, 0.04539], [1.75799, 1.64059, -0.07088], [0.08427, 1.78376, -0.07279], [2.75708, -0.55594, -0.09238], [1.94031, -1.96665, -0.11152]]}

{"formula": "CH8N2O3", "method": "ωB97M-V/def2-TZVPD", "de_lowest_kcal_mol": 10.89, "homo_energy_ev": -10.08, "smiles": "NC(N)=O.O.O", "e_tot_ha": -378.1702, "homo_lumo_gap_ev": 10.6, "symbols": ["N", "C", "N", "O", "H", "H", "H", "H", "O", "H", "H", "O", "H", "H"], "xyz": [[-0.16826, -0.18951, 0.87271], [-0.08651, 1.13085, 0.54902], [0.91822, 1.84243, 1.18328], [-0.82684, 1.63421, -0.27825], [0.51943, -0.63941, 1.44866], [-0.90684, -0.68144, 0.37998], [0.82092, 2.83653, 1.04946], [1.77201, 1.37283, 1.43994], [-2.66271, -0.16232, -1.31374], [-2.23719, 0.65610, -1.05751], [-3.61720, 0.00802, -1.41874], [1.89413, -2.77399, -0.70300], [1.73979, -2.24143, -1.48527], [2.84104, -2.79286, -0.66655]]}

{"formula": "CH8N2O3", "method": "ωB97M-V/def2-TZVPD", "de_lowest_kcal_mol": 12.09, "homo_energy_ev": -10.52, "smiles": "NC(N)=O.O.O", "e_tot_ha": -378.1683, "homo_lumo_gap_ev": 11.0, "symbols": ["N", "C", "N", "O", "H", "H", "H", "H", "O", "H", "H", "O", "H", "H"], "xyz": [[-1.07778, -2.22301, -0.47712], [-0.52556, -1.01084, -0.71038], [-1.27532, 0.13693, -0.51497], [0.63864, -0.90807, -1.07828], [-2.01693, -2.36995, -0.15495], [-0.43868, -2.98681, -0.58373], [-0.94977, 0.85162, -1.14241], [-2.27045, 0.10158, -0.37631], [2.29029, 2.26501, -0.80511], [3.13111, 2.12127, -0.35916], [1.83833, 1.41616, -0.70872], [0.15244, 0.60533, 2.57680], [0.76814, 1.35150, 2.63677], [-0.26443, 0.64930, 1.69755]]}

{"formula": "CH8N2O3Rb", "method": "ωB97M-V/def2-TZVPD", "total_charge": 1, "de_lowest_kcal_mol": 5.83, "homo_energy_ev": -13.52, "e_tot_ha": -402.0997, "homo_lumo_gap_ev": 10.2, "symbols": ["Rb", "C", "O", "N", "N", "H", "H", "H", "H", "O", "H", "H", "O", "H", "H"], "xyz": [[1.66138, -1.66723, -0.68781], [-1.35083, 0.49819, -1.31510], [-0.49597, -0.18990, -1.85962], [-2.66474, 0.15670, -1.20803], [-1.05679, 1.73216, -0.78890], [-3.00290, -0.77502, -1.36434], [-3.29951, 0.77888, -0.73747], [-0.13330, 2.09017, -0.93033], [-1.76586, 2.24546, -0.29852], [1.25635, -2.76597, 1.82823], [2.07610, -2.55377, 2.28786], [0.57405, -2.71379, 2.50627], [2.77583, 0.79003, 0.56953], [2.65991, 1.74119, 0.47856], [2.76630, 0.63291, 1.51966]]}

{"formula": "CH8N2OSi", "method": "ωB97M-V/def2-TZVPD", "de_lowest_kcal_mol": 13.35, "homo_energy_ev": -9.19, "smiles": "C[Si](N)(N)O", "e_tot_ha": -517.2425, "homo_lumo_gap_ev": 9.8, "symbols": ["C", "Si", "N", "N", "O", "H", "H", "H", "H", "H", "H", "H", "H"], "xyz": [[1.46833, 0.38813, 0.08125], [-0.43649, 0.21376, 0.06236], [-0.95853, -0.58199, -1.42880], [-1.18500, -0.55524, 1.38601], [-1.00078, 1.70452, -0.09719], [1.53007, 1.10162, 0.82422], [2.01646, -0.49640, 0.41955], [1.90263, 0.72093, -0.74997], [-0.89051, -1.53247, -1.59942], [-0.59315, -0.09031, -2.26508], [-0.85831, -1.48847, 1.65438], [-2.02614, -0.32327, 1.76875], [-0.26243, 2.14706, -0.59944]]}

{"formula": "CH8N2Si2", "method": "ωB97M-V/def2-TZVPD", "de_lowest_kcal_mol": 0.00, "homo_energy_ev": -8.62, "e_tot_ha": -731.4148, "homo_lumo_gap_ev": 9.2, "symbols": ["C", "N", "N", "Si", "Si", "H", "H", "H", "H", "H", "H", "H", "H"], "xyz": [[-1.80984, -0.03377, 0.06456], [1.94846, -0.02559, 0.00186], [-0.41565, 0.06463, 0.08396], [0.71627, -1.30321, 0.17801], [0.70556, 1.30865, -0.11902], [-2.17695, 0.12258, -1.09078], [-2.13128, -1.11747, 0.31417], [-2.18928, 0.82528, 0.62063], [2.98092, -0.19928, -0.15291], [0.69381, -2.14957, -0.97743], [0.34326, -1.84530, 1.56689], [0.67177, 2.37692, 0.93567], [0.66295, 1.97614, -1.42560]]}

{"formula": "CH8N3", "method": "ωB97M-V/def2-TZVPD", "total_charge": 1, "de_lowest_kcal_mol": 34.36, "homo_energy_ev": -14.57, "e_tot_ha": -206.9049, "homo_lumo_gap_ev": 11.1, "symbols": ["N", "H", "H", "H", "H", "N", "C", "N", "H", "H", "H", "H"], "xyz": [[0.57111, 0.43318, 1.77757], [0.48055, 1.38432, 2.03302], [-1.79622, -0.84417, -0.27551], [-0.17042, -0.10944, 2.26504], [1.51039, 0.08169, 2.15375], [0.86510, -0.39083, -0.64441], [-0.22474, -0.28447, -1.49665], [-1.46819, -0.24037, -1.12600], [0.71503, 0.18065, 0.48549], [1.73338, -0.51281, -0.97551], [-0.01268, -0.02333, -2.55786], [-2.20332, 0.32559, -1.63892]]}

{"formula": "CH8N3", "method": "ωB97M-V/def2-TZVPD", "s_squared": 0.7814, "total_charge": 2, "de_lowest_kcal_mol": 9.28, "homo_energy_ev": [-21.02, -20.74], "spin_multiplicity": 2, "e_tot_ha": -206.3809, "homo_lumo_gap_ev": [10.4, 5.4], "symbols": ["N", "H", "H", "H", "H", "N", "C", "N", "H", "H", "H", "H"], "xyz": [[0.70766, 1.12444, -1.51536], [0.71144, 2.13522, -1.65505], [0.52380, 0.59879, 0.01748], [0.12414, 0.79478, -2.27764], [1.65280, 0.76552, -1.65986], [-1.40359, -1.05671, 0.57148], [-0.33965, -0.95445, 1.30576], [0.56287, -0.00937, 0.95497], [-1.60446, -0.37699, -0.16882], [-2.17090, -1.72845, 0.71181], [-0.07111, -1.61683, 2.12885], [1.30699, 0.32405, 1.58638]]}

{"formula": "CH8N3S", "method": "ωB97M-V/def2-TZVPD", "total_charge": 1, "de_lowest_kcal_mol": 54.08, "homo_energy_ev": -13.54, "e_tot_ha": -605.0509, "homo_lumo_gap_ev": 9.4, "symbols": ["C", "N", "N", "N", "S", "H", "H", "H", "H", "H", "H", "H", "H"], "xyz": [[-1.25974, 0.15980, -0.57402], [-0.43963, 1.14585, -0.50549], [-0.99813, -1.18302, 0.21000], [1.89470, 0.87177, 0.50353], [-2.21078, -2.27686, 0.46600], [-2.15795, 0.00868, -1.18978], [0.47356, 1.00874, 0.08271], [-0.26704, 1.97618, -1.07373], [-0.44663, -1.12969, 1.07911], [2.26811, 0.02790, 0.02538], [2.22724, 1.71117, -0.08932], [2.42091, 0.97913, 1.32710], [-1.50461, -3.29966, -0.26149]]}

{"formula": "CH8N4O", "method": "ωB97M-V/def2-TZVPD", "de_lowest_kcal_mol": 73.90, "homo_energy_ev": -8.79, "smiles": "CNNNNO", "e_tot_ha": -337.0047, "homo_lumo_gap_ev": 9.9, "symbols": ["C", "N", "N", "N", "N", "O", "H", "H", "H", "H", "H", "H", "H", "H"], "xyz": [[1.86233, 0.63537, 0.23318], [0.92606, 0.24217, -0.80613], [0.14200, -0.95631, -0.65068], [-0.67233, -0.94703, 0.49308], [-2.01287, -0.69892, 0.03438], [-2.29164, 0.71803, -0.11502], [2.56486, 1.34561, -0.20059], [2.41827, -0.24309, 0.56556], [1.39253, 1.10286, 1.11018], [0.32535, 1.01079, -1.09000], [0.78301, -1.74254, -0.56726], [-0.40775, -0.32107, 1.26324], [-2.62539, -0.99407, 0.79460], [-2.40444, 0.84820, -1.06454]]}

{"formula": "CH8N5O", "method": "ωB97M-V/def2-TZVPD", "total_charge": 1, "de_lowest_kcal_mol": 31.09, "homo_energy_ev": -12.10, "e_tot_ha": -391.5503, "homo_lumo_gap_ev": 9.0, "symbols": ["C", "N", "N", "N", "N", "N", "O", "H", "H", "H", "H", "H", "H", "H", "H"], "xyz": [[-1.11893, -0.86116, 1.43472], [-1.65974, -2.06564, 1.55060], [0.10766, -0.65752, 1.05901], [0.51370, 1.85708, 0.07514], [1.15225, 0.51706, -1.61133], [0.96072, 1.70247, -1.10212], [1.63501, 0.58629, -2.86494], [-1.25867, -2.95327, 1.38281], [0.73530, -1.42389, 0.85367], [0.45349, 0.21137, 0.74593], [0.67274, 2.82666, 0.29724], [-1.80796, -0.01180, 1.65155], [-2.74788, -2.05028, 1.59238], [1.01769, 2.57576, -1.69853], [1.34463, -0.25313, -3.36611]]}

{"formula": "CH8N5O", "method": "ωB97M-V/def2-TZVPD", "total_charge": 1, "de_lowest_kcal_mol": 37.26, "homo_energy_ev": [-13.25, -13.25], "e_tot_ha": -391.5404, "homo_lumo_gap_ev": [9.0, 9.0], "symbols": ["C", "N", "N", "N", "N", "N", "O", "H", "H", "H", "H", "H", "H", "H", "H"], "xyz": [[-1.77269, -0.06490, -0.19240], [-3.00100, -0.21642, -0.61663], [2.37095, -0.44258, 0.06835], [-1.03591, -1.18459, -0.06827], [1.08025, -0.30554, -0.02934], [0.26580, -1.21568, 0.07439], [-1.42231, 1.21103, 0.12600], [-3.36087, -1.12324, -0.81662], [-3.44781, 0.61238, -0.86332], [2.80445, -1.36485, 0.15681], [2.98835, 0.40664, 0.15891], [2.00349, 2.02516, 1.12608], [2.17237, 2.35624, 0.40109], [-0.40147, 1.46678, 0.19533], [0.75640, -2.16044, 0.27963]]}

{"formula": "CH8NO", "method": "ωB97M-V/def2-TZVPD", "total_charge": 1, "de_lowest_kcal_mol": 36.25, "homo_energy_ev": -15.42, "e_tot_ha": -172.5922, "homo_lumo_gap_ev": 11.4, "symbols": ["N", "H", "H", "H", "H", "C", "O", "H", "H", "H", "H"], "xyz": [[1.47076, 0.31243, -1.11470], [0.79930, 0.76380, -1.63219], [2.33654, 0.88769, -1.16639], [1.08691, 0.25473, -0.05020], [1.47395, -0.61104, -1.45801], [-1.54756, -0.24958, 0.67853], [-0.17682, 0.01577, 1.21733], [-1.68819, 0.69328, 0.14023], [-1.25811, -1.12424, 0.01979], [-2.40730, -0.34256, 1.51000], [-0.08949, -0.60028, 1.85558]]}

{"formula": "CH8NO2", "method": "ωB97M-V/def2-TZVPD", "s_squared": 0.7532, "de_lowest_kcal_mol": 17.28, "homo_energy_ev": [-5.65, -8.80], "spin_multiplicity": 2, "e_tot_ha": -248.0264, "homo_lumo_gap_ev": [6.5, 9.6], "symbols": ["C", "N", "H", "H", "H", "H", "H", "H", "O", "H", "H", "O"], "xyz": [[-0.49826, -0.31861, 0.89018], [-1.06356, -0.04168, -0.26832], [-0.42044, 0.51207, 1.54818], [-0.11298, -1.34531, 0.88843], [-0.72041, -0.26796, -1.14331], [-2.00102, 0.40991, -0.20856], [0.80910, -2.19319, -2.05761], [-0.43603, -2.34413, -2.90118], [-0.08924, -1.81180, -2.20003], [1.04706, 3.09640, 1.82607], [2.19192, 2.17363, 1.99485], [1.29384, 2.13066, 1.63129]]}

{"formula": "CH8NO2", "method": "ωB97M-V/def2-TZVPD", "total_charge": 1, "de_lowest_kcal_mol": 70.87, "homo_energy_ev": -15.73, "e_tot_ha": -247.7733, "homo_lumo_gap_ev": 9.1, "symbols": ["C", "N", "H", "H", "H", "H", "H", "H", "O", "H", "H", "O"], "xyz": [[-0.84260, -0.98978, 0.12122], [-0.90345, 0.29137, 0.36797], [-1.37512, -1.64031, -0.55290], [-0.13015, -1.46562, 0.81630], [-1.27808, 0.76259, 1.18699], [-0.55928, 1.05293, -0.28013], [2.51054, -2.52574, -0.30966], [1.89032, -2.13448, 1.03820], [1.66318, -2.37564, 0.13245], [0.09045, 3.33460, -0.29976], [-0.90556, 3.08766, -1.33897], [-0.16024, 2.60242, -0.88171]]}

{"formula": "CH8NO2", "method": "ωB97M-V/def2-TZVPD", "total_charge": 1, "de_lowest_kcal_mol": 4.55, "homo_energy_ev": -15.81, "e_tot_ha": -247.8789, "homo_lumo_gap_ev": 12.3, "symbols": ["O", "H", "H", "H", "N", "C", "O", "H", "H", "H", "H", "H"], "xyz": [[-0.83093, 0.95389, -1.81346], [0.27946, -0.17321, -0.94472], [-1.74451, 1.25095, -1.94517], [-0.37207, 1.80107, -1.89770], [0.80060, -0.68412, -0.19570], [0.10275, -0.58661, 1.11225], [-0.35075, 0.72930, 1.20436], [0.92374, -1.64546, -0.51169], [1.75377, -0.31807, -0.14825], [0.81789, -0.86274, 1.89213], [-0.72061, -1.30177, 1.16329], [-0.65934, 0.83676, 2.08466]]}